--- A ---
# C4H4P2

2 unconnected molecules or ions with the total composition C4H4P2 (ωB97M-V/def2-TZVPD, the OMol25 dataset).

Properties
Total charge: 0
Kohn-Sham gap, eV: 8.9

Geometry (Å):
C  -0.9704  -1.0097  -0.1081
C  -0.7913  0.9197  -0.8094
C  -0.7351  -1.7886  1.1242
C  0.2774  1.6699  -1.3842
P  -1.4095  -2.5517  -0.5164
P  -1.5332  2.3184  -1.0290
H  0.2766  -1.8373  1.4181
H  -1.5701  -1.8460  1.9339
H  0.9640  2.0906  -0.7789
H  0.6157  1.4210  -2.4601

--- B ---
# C4H4P2

A molecular structure, C4H4P2 (ωB97M-V/def2-TZVPD, the OMol25 dataset).

Properties
Total charge: 0
Kohn-Sham gap, eV: 8.8

Geometry (Å):
C  -0.8905  -0.6583  -0.9928
C  0.2456  0.2012  -0.5578
C  0.9886  -0.4697  0.5868
C  -0.1848  1.0564  0.6179
P  -1.7864  -1.3839  0.2221
P  -0.4480  -0.3882  1.7236
H  -1.0945  -0.7852  -2.0400
H  0.8243  0.6549  -1.3607
H  1.9769  -0.1618  0.8902
H  0.3690  1.9347  0.9106

Computed stability ranking, most favorable first: B, A

--- A ---
# C10H13P

C10H13P in the gas phase (ωB97M-V/def2-TZVPD, the OMol25 dataset).

Properties
SMILES string: C[C@H]1c2ccccc2[C@]1(C)P
Total charge: 0
Kohn-Sham gap, eV: 9.5

Geometry (Å):
C  -1.0760  -2.2377  0.3859
C  -0.6293  -0.8317  0.8415
C  0.8022  -0.4539  0.5237
C  2.0587  -0.7776  0.7549
C  3.0338  0.1085  0.1410
C  2.6697  1.2817  -0.4822
C  1.2757  1.7088  -0.5601
C  0.3522  0.8043  -0.0761
C  -1.0658  0.4941  -0.0817
C  -1.6827  0.3570  -1.6612
P  -2.1693  1.6495  0.7629
H  -1.1398  -2.3000  -0.6913
H  -2.1109  -2.3044  0.7874
H  -0.5075  -3.1644  0.7139
H  -0.7691  -0.6405  1.8698
H  2.3617  -1.6269  1.2837
H  4.1681  -0.0356  0.2254
H  3.4763  1.9296  -0.8940
H  0.9149  2.5496  -0.9556
H  -1.7930  -0.6475  -1.9528
H  -0.8569  0.8179  -2.2504
H  -2.5735  0.9921  -1.8554
H  -1.6703  1.7456  2.1096
H  -3.0691  0.5816  1.0610

--- B ---
# C10H13P

2 unconnected molecules or ions with the total composition C10H13P (ωB97M-V/def2-TZVPD, the OMol25 dataset).

Properties
Total charge: 0
Kohn-Sham gap, eV: 9.4

Geometry (Å):
C  2.7031  -2.1548  1.4468
C  1.9521  -2.5210  0.3773
C  2.4499  -1.0153  2.1514
C  0.7648  -1.7926  0.0320
C  1.2758  -0.3304  1.8684
C  0.4241  -0.7765  0.9340
C  -1.2055  0.3624  0.1279
C  -2.4842  1.2754  -1.8386
C  -0.0975  1.9550  -1.3006
C  -1.1208  0.7979  -1.2255
P  -2.2581  0.4132  1.4414
H  3.4190  -2.8243  1.9237
H  1.9711  -3.3827  -0.2926
H  3.0715  -0.6501  2.9050
H  -0.0266  -2.1254  -0.5601
H  1.0282  0.4419  2.6154
H  -2.1880  1.7304  -2.7787
H  -3.2147  0.5183  -1.8227
H  -2.8337  2.2086  -1.3207
H  -0.6680  2.8266  -1.1018
H  0.7231  1.9852  -0.5506
H  0.4050  1.9999  -2.2430
H  -0.7266  -0.0411  -1.8651
H  -3.3638  1.0993  1.0766

Computed stability ranking, most favorable first: A, B

--- A ---
# CHBrClNO2

CHBrClNO2 in the gas phase (ωB97M-V/def2-TZVPD, the OMol25 dataset).

Properties
SMILES string: O=[N+]([O-])[C@H](Cl)Br
Total charge: 0
Kohn-Sham gap, eV: 10.8

Geometry (Å):
O  -0.4981  -0.3160  1.6682
N  -0.7610  -0.3181  0.5126
O  -1.6885  -0.6780  -0.0927
C  0.4415  0.2500  -0.2709
Cl  -0.2486  1.6524  -1.2280
Br  1.4855  -1.2273  -1.0987
H  1.2693  0.6369  0.5096

--- B ---
# CHBrClNO2

A molecular structure, CHBrClNO2 (ωB97M-V/def2-TZVPD, the OMol25 dataset).

Properties
Total charge: 0
Kohn-Sham gap, eV: 10.6

Geometry (Å):
C  -1.0246  0.4958  0.7695
N  -1.4468  -0.9717  0.9002
O  -0.6354  -1.6101  0.3461
O  -2.4765  -1.3194  1.3680
Cl  -1.9589  1.4994  1.9216
Br  -1.4883  1.0225  -1.0659
H  0.3016  0.6749  1.0172

Computed stability ranking, most favorable first: A, B

--- A ---
# C3H4FNO2

C3H4FNO2 in the gas phase (ωB97M-V/def2-TZVPD, the OMol25 dataset).

Properties
SMILES string: CN(C=O)C(=O)F
Total charge: 0
Kohn-Sham gap, eV: 11.8

Geometry (Å):
C  0.8708  -0.9624  0.0459
N  -0.1071  0.1234  -0.0270
C  0.2511  1.4823  -0.1132
O  1.3873  1.8825  -0.1513
C  -1.3584  -0.3067  0.1839
O  -1.8128  -1.3662  0.2922
F  -2.2728  0.7679  -0.0061
H  1.3135  -1.2711  0.9110
H  0.4868  -1.7600  -0.5133
H  1.8671  -0.6787  -0.6053
H  -0.6257  2.0889  -0.0168

--- B ---
# C3H4FNO2

C3H4FNO2 in the gas phase (ωB97M-V/def2-TZVPD, the OMol25 dataset).

Properties
Total charge: 0
Kohn-Sham gap (alpha / beta), eV: 7.5 / 7.5

Geometry (Å):
C  1.5707  -0.0779  -0.0268
C  -0.8193  0.4871  -0.2850
C  -1.0698  -0.8631  0.3080
N  0.4876  0.8749  0.0058
O  2.6390  0.4162  -0.2729
O  1.2473  -1.2882  0.0539
F  -1.7751  -1.7364  -0.3024
H  -0.7504  0.3809  -1.3212
H  -1.5290  1.0308  0.2312
H  -0.9735  -0.9731  1.3421
H  0.9724  1.7487  0.2672

Computed stability ranking, most favorable first: A, B

--- A ---
# C4H3F2N

C4H3F2N in the gas phase (ωB97M-V/def2-TZVPD, the OMol25 dataset).

Properties
SMILES string: Fc1c[nH]c(F)c1
Total charge: 0
Kohn-Sham gap, eV: 9.0

Geometry (Å):
F  2.5492  -0.6533  0.1127
C  1.1875  -0.2968  -0.1097
C  0.5533  1.0235  -0.0628
N  -0.7261  0.8404  0.0381
C  -1.0716  -0.4756  -0.0265
F  -2.3170  -0.7431  0.0461
C  0.0786  -1.2093  -0.1070
H  1.0417  2.0616  -0.1741
H  -1.3657  1.6558  0.2784
H  0.0701  -2.2031  0.0048

--- B ---
# C4H3F2N

C4H3F2N in the gas phase (ωB97M-V/def2-TZVPD, the OMol25 dataset).

Properties
SMILES string: Fc1ccc(F)[nH]1
Total charge: 0
Kohn-Sham gap, eV: 9.2

Geometry (Å):
F  -2.3062  -0.8704  0.0019
C  -1.1012  -0.3209  -0.0032
C  -0.7176  0.9944  -0.0022
C  0.7209  0.9949  -0.0002
C  1.0963  -0.3178  0.0074
F  2.3032  -0.8761  -0.0011
N  -0.0067  -1.1400  0.0000
H  -1.3722  1.8423  0.0084
H  1.3863  1.8256  -0.0038
H  -0.0027  -2.1321  -0.0073

Computed stability ranking, most favorable first: B, A

--- A ---
# S2

A molecular structure, S2 (ωB97M-V/def2-TZVPD, the OMol25 dataset).

Properties
Total charge: 0
Kohn-Sham gap, eV: 5.4

Geometry (Å):
S  0.5469  1.1075  0.6255
S  -0.5469  -1.1075  -0.6255

--- B ---
# S2

A molecular structure, S2 (ωB97M-V/def2-TZVPD, the OMol25 dataset).

Properties
Total charge: 0
Kohn-Sham gap, eV: 5.5

Geometry (Å):
S  0.0000  0.0000  1.3259
S  0.0000  0.0000  -1.3259

--- C ---
# S2

S2 in the gas phase (ωB97M-V/def2-TZVPD, the OMol25 dataset).

Properties
Total charge: 0
Kohn-Sham gap, eV: 5.8

Geometry (Å):
S  -0.6432  -0.4141  0.4796
S  0.6432  0.4141  -0.4796

--- D ---
# S2

S2 in the gas phase (ωB97M-V/def2-TZVPD, the OMol25 dataset).

Properties
Total charge: 0
Kohn-Sham gap, eV: 5.8

Geometry (Å):
S  0.0000  0.0000  0.9551
S  0.0000  0.0000  -0.9551

Computed stability ranking, most favorable first: D, C, B, A

--- A ---
# C2H4P2

C2H4P2 in the gas phase (ωB97M-V/def2-TZVPD, the OMol25 dataset).

Properties
SMILES string: [H]/P=C/P=C
Total charge: 0
Kohn-Sham gap, eV: 8.2

Geometry (Å):
H  -1.3994  0.2659  -2.7533
P  0.0914  0.4010  -2.4030
C  -0.0362  0.2969  -0.7615
P  1.2724  0.4676  0.3893
C  0.5199  -0.2792  1.7117
H  -1.0632  0.0013  -0.4697
H  1.0271  -0.4478  2.6411
H  -0.4120  -0.7058  1.6454

--- B ---
# C2H4P2

2 unconnected molecules or ions with the total composition C2H4P2 (ωB97M-V/def2-TZVPD, the OMol25 dataset).

Properties
Total charge: 0
Kohn-Sham gap (alpha / beta), eV: 6.4 / 6.3

Geometry (Å):
C  -1.9025  -0.8979  -0.0219
C  -3.0617  -0.7427  0.1917
P  1.2652  -1.3209  0.0677
P  2.4165  0.4591  0.0547
H  1.2087  -1.4180  -1.3511
H  -4.1118  -0.5838  0.2204
H  2.7507  0.7896  1.2988
H  1.2445  1.1724  -0.1706

--- C ---
# C2H4P2

C2H4P2 in the gas phase (ωB97M-V/def2-TZVPD, the OMol25 dataset).

Properties
Total charge: 0
Kohn-Sham gap (alpha / beta), eV: 7.0 / 6.9

Geometry (Å):
C  -1.1533  -1.0556  -0.4398
C  0.8794  0.7676  0.1599
P  0.3221  -1.0673  0.3653
P  2.0816  1.3656  1.3492
H  -1.5744  -0.0985  -0.5708
H  -1.8850  -1.8455  -0.2026
H  1.4360  0.7943  -0.8682
H  -0.1063  1.1394  0.2070

--- D ---
# C2H4P2

A molecular structure, C2H4P2 (ωB97M-V/def2-TZVPD, the OMol25 dataset).

Properties
Total charge: 0
Kohn-Sham gap, eV: 8.9

Geometry (Å):
C  -0.6715  1.1911  -0.3051
C  -0.0462  -0.8636  0.5933
P  -1.5902  -0.1646  -0.0712
P  1.0179  0.6351  0.2316
H  -0.8007  2.2585  -0.7411
H  0.1824  -1.3223  1.4448
H  0.5443  -1.8989  -0.2357
H  1.3641  0.1646  -0.9165

Computed stability ranking, most favorable first: A, D, C, B